No. 1
{
  "formula": "C42H62CaN2O6P2SbSi",
  "method": "ωB97M-V/def2-TZVPD",
  "symbols": ["Ca", "C", "C", "C", "C", "C", "C", "N", "N", "Si", "C", "C", "C", "H", "H", "H", "H", "H", "H", "H", "H", "H", "H", "H", "H", "H", "H", "H", "O", "C", "O", "C", "C", "C", "C", "C", "C", "P", "C", "C", "C", "C", "C", "C", "C", "C", "C", "C", "C", "C", "H", "H", "H", "H", "H", "H", "H", "H", "H", "H", "H", "H", "H", "H", "C", "C", "Sb", "C", "C", "C", "C", "H", "H", "H", "H", "H", "H", "H", "H", "H", "H", "H", "H", "H", "H", "H", "C", "C", "C", "C", "O", "P", "O", "O", "O", "C", "C", "C", "C", "H", "H", "H", "H", "H", "H", "H", "H", "H", "H", "H", "H", "H", "H", "H", "H", "H", "H"],
  "xyz": [[-0.1594, 0.1936, 0.4982], [3.2926, 1.4746, 2.1603], [2.2342, 1.0503, 3.1385], [2.3893, 1.2214, 4.5012], [1.3402, 0.7992, 5.3293], [0.2070, 0.2476, 4.7936], [0.0920, 0.0928, 3.3755], [1.1442, 0.5001, 2.5993], [-0.9675, -0.3839, 2.7115], [-2.3218, -1.1650, 3.4127], [-3.3042, -2.0129, 2.0674], [-1.8303, -2.4674, 4.6899], [-3.4813, 0.0632, 4.2546], [4.1024, 2.0139, 2.6513], [2.8503, 2.1118, 1.3899], [3.7078, 0.5990, 1.6569], [3.2872, 1.6716, 4.9018], [1.4174, 0.9210, 6.4046], [-0.6126, -0.0589, 5.4310], [-2.6589, -2.6453, 1.4530], [-3.7734, -1.2895, 1.3951], [-4.0882, -2.6390, 2.5068], [-0.8395, -2.8739, 4.4651], [-2.5403, -3.3001, 4.6720], [-1.8085, -2.0711, 5.7090], [-3.8126, 0.8173, 3.5332], [-2.9974, 0.5862, 5.0853], [-4.3731, -0.4372, 4.6464], [-3.3847, -0.7224, -2.0477], [-2.4767, -1.3030, -1.4630], [-1.7826, -0.8725, -0.4912], [-2.1229, -2.7275, -1.9098], [-2.9973, -3.3311, -2.8128], [-2.7806, -4.6120, -3.2845], [-1.6559, -5.3148, -2.8654], [-0.7724, -4.7203, -1.9832], [-0.9857, -3.4298, -1.4827], [0.3002, -2.7599, -0.3276], [0.2438, -3.9330, 1.0774], [-0.7146, -4.9262, 1.2583], [-0.7275, -5.6937, 2.4182], [0.2177, -5.4828, 3.4097], [1.1672, -4.4803, 3.2499], [1.1682, -3.7042, 2.1024], [1.8027, -3.2752, -1.2542], [2.1340, -2.4708, -2.3497], [3.2624, -2.7421, -3.1066], [4.0898, -3.8090, -2.7734], [3.7786, -4.6005, -1.6784], [2.6407, -4.3354, -0.9223], [-3.8511, -2.7469, -3.1295], [-3.4802, -5.0609, -3.9796], [-1.4627, -6.3172, -3.2286], [0.1117, -5.2677, -1.6751], [-1.4637, -5.0988, 0.4956], [-1.4874, -6.4554, 2.5450], [0.2028, -6.0788, 4.3137], [1.8927, -4.2860, 4.0301], [1.8841, -2.8940, 2.0059], [1.5173, -1.6104, -2.5906], [3.5025, -2.1087, -3.9525], [4.9758, -4.0155, -3.3614], [4.4193, -5.4314, -1.4084], [2.4055, -4.9675, -0.0737], [-1.9405, 6.1832, 0.9578], [-1.2413, 5.0382, 0.2349], [-1.0475, 3.1939, 1.3385], [-1.8634, 3.7653, 3.2566], [-0.7696, 4.1911, 4.2375], [-2.8562, 2.2686, 0.5994], [-4.1024, 3.1440, 0.6775], [-1.9895, 7.0786, 0.3309], [-1.4189, 6.4582, 1.8785], [-2.9635, 5.9224, 1.2361], [-0.2312, 5.3181, -0.0651], [-1.7643, 4.7611, -0.6821], [-2.3740, 2.8675, 3.6177], [-2.6199, 4.5434, 3.1410], [-0.0213, 3.4042, 4.3589], [-1.1748, 4.4162, 5.2285], [-0.2442, 5.0855, 3.8898], [-2.9932, 1.3478, 1.1734], [-2.6571, 1.9617, -0.4302], [-4.3356, 3.4275, 1.7069], [-4.9733, 2.6192, 0.2743], [-3.9833, 4.0641, 0.1001], [3.6077, 1.8011, -4.1179], [3.5958, 2.0953, -2.6231], [4.1249, 0.8966, -1.8457], [4.4372, 3.3258, -2.3206], [2.2619, 2.4798, -2.2117], [0.9726, 1.5435, -2.0257], [-0.1255, 2.3896, -1.4768], [1.3140, 0.3303, -1.2031], [0.6618, 0.9952, -3.5000], [-0.2223, 1.6321, -4.4591], [0.0829, 3.1186, -4.5887], [-1.6644, 1.4039, -4.0351], [0.0745, 0.9101, -5.7633], [4.6209, 1.5477, -4.4380], [3.2739, 2.6741, -4.6801], [2.9472, 0.9639, -4.3463], [5.1847, 0.7686, -2.0808], [3.5927, -0.0194, -2.0962], [4.0178, 1.0611, -0.7742], [5.4687, 3.1720, -2.6452], [4.4308, 3.5263, -1.2477], [4.0279, 4.1949, -2.8387], [-0.0292, 3.6197, -3.6260], [-0.6190, 3.5673, -5.2951], [1.0955, 3.2791, -4.9586], [-1.8827, 1.9381, -3.1113], [-1.8534, 0.3445, -3.8595], [-2.3398, 1.7529, -4.8206], [1.1291, 1.0191, -6.0253], [-0.5320, 1.3263, -6.5705], [-0.1557, -0.1520, -5.6643]],
  "forces_ev_per_angstrom": [[0.01, -0.14, 0.13], [-0.01, 0.01, -0.03], [-0.01, -0.01, -0.02], [-0.04, -0.01, 0.03], [0.00, 0.00, -0.05], [-0.01, -0.02, -0.03], [-0.04, 0.06, -0.03], [-0.05, -0.10, 0.02], [0.24, 0.05, 0.15], [-0.02, 0.07, -0.06], [-0.04, 0.00, -0.04], [0.03, -0.06, 0.04], [-0.06, 0.03, 0.03], [0.00, 0.00, 0.01], [0.01, -0.01, 0.01], [0.00, 0.00, -0.02], [-0.01, 0.00, 0.01], [0.01, 0.00, 0.00], [0.02, 0.00, -0.03], [-0.01, -0.01, 0.03], [0.04, -0.03, 0.01], [0.02, 0.04, -0.02], [-0.07, 0.02, 0.00], [0.02, 0.02, 0.02], [0.01, -0.01, -0.03], [0.00, -0.03, 0.03], [-0.01, -0.01, -0.03], [0.03, 0.02, -0.01], [-0.06, 0.07, -0.02], [0.13, -0.29, 0.15], [-0.37, 0.25, -0.19], [0.13, 0.01, 0.03], [0.00, 0.00, 0.00], [0.05, -0.03, 0.03], [-0.06, 0.03, -0.02], [0.01, 0.05, -0.01], [0.00, -0.08, -0.01], [-0.06, 0.11, -0.10], [-0.02, -0.01, 0.06], [0.02, -0.01, -0.01], [0.01, 0.01, -0.01], [-0.02, 0.01, -0.02], [0.02, -0.01, -0.05], [-0.02, -0.01, 0.01], [0.08, 0.01, 0.06], [-0.02, -0.01, -0.01], [-0.02, -0.06, 0.01], [-0.02, 0.03, 0.01], [-0.03, 0.01, 0.03], [0.00, -0.03, -0.05], [0.00, 0.00, 0.00], [0.01, 0.00, 0.00], [-0.01, 0.01, 0.00], [-0.01, 0.01, -0.01], [0.01, 0.00, 0.02], [0.01, 0.00, 0.00], [-0.01, 0.00, 0.00], [0.00, 0.00, 0.00], [0.00, 0.00, -0.01], [0.01, -0.06, 0.02], [0.01, -0.01, 0.00], [0.00, 0.00, 0.01], [0.00, 0.00, 0.00], [0.00, 0.02, 0.01], [0.00, 0.01, 0.01], [0.02, 0.04, 0.02], [-0.08, -0.04, 0.00], [0.02, 0.03, 0.04], [-0.04, -0.01, -0.03], [-0.02, 0.04, 0.00], [-0.01, -0.02, -0.01], [0.00, 0.00, 0.00], [-0.01, -0.01, -0.02], [0.02, 0.00, -0.01], [0.00, 0.02, 0.00], [0.00, -0.01, 0.00], [0.03, 0.02, 0.01], [0.01, 0.00, 0.01], [-0.01, -0.01, -0.01], [-0.01, 0.00, -0.01], [-0.01, -0.01, -0.01], [-0.01, 0.01, 0.00], [0.00, 0.01, 0.02], [0.01, 0.00, 0.00], [0.02, 0.00, 0.01], [0.00, -0.02, 0.00], [-0.02, -0.07, -0.04], [-0.05, -0.02, -0.04], [-0.03, 0.00, 0.04], [0.00, 0.06, 0.03], [0.14, 0.05, 0.02], [-0.09, -0.03, 0.10], [-0.03, 0.01, 0.07], [0.38, 0.00, -0.21], [0.00, -0.01, 0.00], [-0.06, -0.02, 0.01], [-0.02, 0.07, 0.05], [-0.03, -0.02, 0.04], [0.01, -0.03, -0.07], [0.01, 0.02, 0.02], [-0.01, 0.00, -0.02], [0.05, 0.04, -0.01], [-0.01, -0.01, 0.00], [0.01, 0.04, 0.01], [0.00, 0.00, 0.02], [-0.02, 0.00, 0.01], [0.00, 0.01, -0.03], [0.01, -0.01, 0.02], [0.00, -0.03, -0.05], [0.01, -0.01, -0.01], [0.03, 0.01, 0.01], [0.00, -0.01, -0.02], [-0.01, 0.02, -0.02], [0.00, 0.00, 0.02], [-0.03, 0.00, -0.01], [0.00, -0.01, 0.01], [0.02, 0.02, 0.00]],
  "lowdin_charge": [1.164, -0.040, -0.373, -0.080, -0.101, -0.046, -0.487, 0.017, -0.142, 0.359, -0.166, -0.171, -0.180, 0.070, 0.072, 0.076, 0.090, 0.098, 0.078, 0.011, 0.028, 0.029, 0.011, 0.023, 0.017, 0.010, 0.017, 0.024, 0.018, -0.635, -0.284, -0.109, -0.027, -0.083, -0.089, -0.111, -0.270, 1.124, -0.367, -0.086, -0.086, -0.106, -0.100, -0.115, -0.352, -0.098, -0.090, -0.102, -0.097, -0.096, 0.111, 0.096, 0.097, 0.102, 0.099, 0.099, 0.097, 0.103, 0.107, 0.089, 0.100, 0.094, 0.095, 0.098, -0.207, -0.440, 1.435, -0.448, -0.207, -0.429, -0.183, 0.061, 0.055, 0.048, 0.036, 0.042, 0.030, 0.033, 0.042, 0.061, 0.054, 0.025, 0.036, 0.055, 0.067, 0.051, -0.031, -0.618, -0.028, -0.035, -0.154, 0.235, -0.347, -0.446, -0.171, -0.620, -0.031, -0.023, -0.033, 0.087, 0.078, 0.072, 0.090, 0.061, 0.072, 0.084, 0.086, 0.086, 0.076, 0.088, 0.071, 0.075, 0.081, 0.090, 0.075, 0.085, 0.089],
  "lumo_energy_ev": 2.52,
  "total_charge": -1,
  "largest_force_ev_per_a": 0.5,
  "e_homo_ev": -4.80,
  "relative_energy_kcal_mol": 12.4,
  "total_energy_ev": -111270.305
}

=====

No. 2
{
  "formula": "C42H62N4NdSeSi2",
  "method": "ωB97M-V/def2-TZVPD",
  "symbols": ["Nd", "C", "C", "C", "C", "C", "C", "C", "N", "C", "C", "C", "C", "C", "C", "C", "C", "C", "C", "N", "C", "C", "C", "N", "C", "C", "C", "C", "C", "C", "C", "C", "C", "C", "C", "C", "C", "C", "N", "C", "C", "H", "H", "H", "H", "H", "H", "H", "H", "H", "H", "H", "H", "H", "H", "H", "H", "H", "H", "H", "H", "H", "H", "H", "H", "H", "H", "H", "H", "H", "H", "H", "H", "H", "H", "H", "H", "H", "H", "H", "H", "H", "H", "H", "H", "C", "Si", "C", "C", "Se", "H", "H", "H", "H", "H", "H", "H", "H", "H", "C", "Si", "C", "C", "H", "H", "H", "H", "H", "H", "H", "H", "H"],
  "xyz": [[0.1009, -1.0226, -0.3187], [3.4341, 0.9305, 5.1601], [3.4907, -0.4394, 4.5388], [3.2245, -0.4441, 3.0860], [4.0988, -0.3555, 2.0153], [5.6002, -0.0619, 2.0427], [5.8858, 1.4136, 1.8198], [3.2490, -0.3254, 0.8263], [1.9191, -0.3081, 1.1842], [1.8869, -0.3832, 2.5320], [0.7069, -0.4758, 3.2895], [-0.6389, -0.3725, 2.9554], [-1.8727, -0.4124, 3.8397], [-1.8016, -0.5277, 5.2761], [-1.2475, 0.7821, 5.9304], [-2.9138, -0.0802, 3.0274], [-2.4217, 0.0783, 1.6885], [-3.0716, 0.7021, 0.6168], [-2.5881, 1.0996, -0.6242], [-1.3179, 0.7958, -1.0956], [-1.1826, 1.3379, -2.2969], [-0.0159, 1.3221, -3.1349], [1.2358, 0.8878, -2.7385], [1.6601, 0.4484, -1.5329], [2.9624, 0.1590, -1.5721], [3.7074, -0.1951, -0.5004], [3.4835, 0.4132, -2.9395], [2.4496, 0.8323, -3.6747], [2.4521, 1.3342, -5.1123], [2.3744, 2.8434, -5.2220], [4.9457, 0.2944, -3.4177], [5.7985, 1.4848, -2.9307], [-2.4394, 1.9257, -2.7131], [-3.2933, 1.8373, -1.6316], [-4.7228, 2.3932, -1.4237], [-4.8514, 3.8010, -0.7680], [-2.5903, 2.6343, -4.0247], [-2.0690, 4.0623, -4.0141], [-1.0754, -0.2505, 1.6955], [-4.3315, 0.1800, 3.4230], [-4.8408, 1.6212, 3.4954], [3.7177, 0.8524, 6.2410], [2.4656, 1.4098, 5.0692], [4.1436, 1.6313, 4.7451], [2.7063, -1.1252, 4.8345], [4.5616, -0.8377, 4.6583], [6.1073, -0.6922, 1.2285], [6.0807, -0.3447, 3.0210], [5.3822, 1.8725, 0.9418], [6.9890, 1.6635, 1.6612], [5.5354, 2.0340, 2.6746], [0.7904, -0.5049, 4.3833], [-1.1361, -1.3400, 5.5305], [-2.8109, -0.7020, 5.6719], [-0.3861, 1.1468, 5.3952], [-0.8697, 0.6274, 6.8947], [-2.0236, 1.5279, 5.9820], [-4.1119, 0.9534, 0.8327], [-0.1342, 1.7391, -4.1378], [4.7736, -0.2163, -0.6522], [1.6341, 0.8541, -5.5662], [3.3028, 1.0027, -5.6911], [1.3987, 3.0430, -4.7230], [2.1400, 3.1106, -6.2385], [3.2030, 3.3989, -4.8570], [4.8841, 0.2984, -4.4796], [5.3516, -0.6546, -3.1282], [5.3147, 2.4584, -3.0682], [6.7486, 1.5152, -3.5471], [6.1085, 1.4925, -1.8767], [-5.3481, 1.7001, -0.9078], [-5.2003, 2.4479, -2.4151], [-4.3187, 3.7921, 0.1565], [-5.9056, 3.8985, -0.5637], [-4.6010, 4.6935, -1.3871], [-3.6853, 2.6316, -4.3405], [-2.0972, 2.0625, -4.8323], [-2.7246, 4.7507, -3.4125], [-2.0622, 4.5331, -4.9985], [-1.0510, 4.0300, -3.6329], [-4.5352, -0.1918, 4.3943], [-4.9539, -0.4457, 2.7419], [-4.2161, 2.2929, 4.0969], [-5.8321, 1.5729, 3.8807], [-4.8256, 2.1717, 2.5319], [-2.8885, -1.6503, -4.2924], [-2.3015, -2.8122, -2.9234], [-3.2851, -2.2568, -1.4123], [-2.7511, -4.5784, -3.3946], [-0.1243, -2.6876, -2.7732], [-3.9988, -1.7849, -4.4538], [-2.3611, -1.9827, -5.1631], [-2.7682, -0.5902, -4.0842], [-4.2999, -2.6495, -1.5005], [-3.4190, -1.1432, -1.3906], [-2.8686, -2.5991, -0.4540], [-3.8543, -4.7331, -3.5018], [-2.2850, -5.2731, -2.6853], [-2.2360, -4.7764, -4.3593], [-0.6265, -5.2059, 0.4826], [0.0065, -3.6913, 1.4121], [1.9186, -3.8542, 1.4069], [-0.5639, -3.8875, 3.2216], [-0.2115, -6.1058, 0.8516], [-0.2056, -5.0792, -0.5055], [-1.6903, -5.4134, 0.3138], [2.3564, -4.7925, 1.8537], [2.2901, -3.1955, 2.1682], [2.4237, -3.6726, 0.4586], [-1.3241, -4.6546, 3.2937], [-1.0818, -2.9505, 3.5578], [0.2593, -4.0940, 4.0049]],
  "forces_ev_per_angstrom": [[-0.09, -0.42, 0.34], [0.13, 0.17, 1.66], [1.80, -0.63, -1.04], [0.71, 1.00, -1.63], [-0.40, 0.14, 0.77], [0.26, -1.33, -0.56], [0.86, 1.78, -0.36], [-0.41, 0.53, 0.02], [1.18, -0.37, -0.68], [-1.11, -0.65, 0.68], [0.33, 0.27, 1.25], [-2.09, -0.83, -0.49], [1.66, 1.06, -2.20], [-0.09, 0.92, 1.58], [-0.45, -0.69, -1.19], [-0.33, 0.36, 0.67], [1.74, -0.20, -0.24], [-0.49, -0.18, 0.44], [1.00, -0.38, -0.10], [-0.23, -0.22, 1.52], [0.07, 0.11, -1.72], [-0.59, -0.14, 1.16], [1.78, -0.06, -1.92], [-1.64, -0.13, 0.43], [0.12, 0.61, -1.98], [0.74, -0.22, 1.72], [1.12, -0.43, 0.42], [-1.06, 1.02, -0.06], [1.25, -0.26, 1.22], [-2.87, -0.74, -0.04], [-1.64, 1.10, 1.48], [1.34, 0.18, -0.77], [-0.11, 0.73, 0.29], [-1.04, 0.43, -0.09], [1.30, 0.86, -1.88], [-0.30, -0.55, -1.01], [-1.85, -0.33, -0.86], [-0.60, 0.78, 0.33], [-0.46, 1.33, -1.23], [-0.26, -0.32, -1.04], [1.19, 0.75, -1.30], [-0.47, 0.14, -0.66], [-0.31, -0.09, 0.07], [0.36, -0.01, -0.46], [0.34, -0.23, 1.33], [-1.69, 0.10, 0.27], [-0.57, 0.85, 1.11], [-0.64, -0.02, -0.88], [0.08, -0.65, 0.34], [-1.25, -0.58, 0.38], [0.24, -0.50, -0.35], [0.53, -0.22, -0.37], [0.00, -0.46, 0.29], [0.33, -0.28, 0.15], [0.07, 0.33, -0.59], [0.23, -0.49, 1.73], [-0.17, 0.43, -0.16], [0.21, 0.00, -0.19], [0.11, -0.36, 0.36], [0.25, -0.27, 0.01], [-1.37, -0.27, -0.88], [0.52, -0.45, 0.18], [0.98, 0.81, 0.21], [0.38, 0.24, -0.67], [0.56, 0.34, 0.55], [0.23, 0.06, -0.94], [0.39, -0.49, 0.32], [-0.20, -0.29, -0.23], [-0.86, 0.02, 0.72], [-0.23, -0.48, -0.19], [-0.18, -0.59, 0.75], [0.19, 0.04, 0.09], [0.46, 0.34, 0.68], [-0.48, 0.25, 0.36], [0.31, -0.93, 0.27], [1.14, 0.02, 0.46], [-0.06, 0.16, 0.41], [0.78, -0.79, -0.11], [0.11, -0.28, -0.21], [0.06, 0.43, 0.18], [0.08, -0.78, 1.06], [0.03, 0.63, 0.34], [-0.06, -0.51, 0.42], [-0.86, 0.36, 0.30], [-0.33, -0.61, 0.22], [-1.69, -0.55, 0.48], [-0.69, 0.51, 0.10], [-0.08, 0.66, 0.18], [-0.12, -0.01, -0.54], [0.93, 0.13, 0.14], [0.93, -0.05, 0.00], [0.27, 0.21, -0.83], [0.44, 0.03, 0.02], [-0.11, -0.19, 0.07], [0.35, -0.91, -0.01], [-0.08, 0.08, -0.11], [0.87, -0.08, 0.12], [-0.38, 0.08, 0.03], [-0.46, 0.06, 0.35], [-0.35, 0.19, -0.54], [-0.23, 1.05, -0.67], [0.33, -1.67, 0.95], [0.73, 0.83, 1.57], [0.58, -1.27, 0.64], [0.15, 0.02, -0.55], [-0.01, 0.49, 0.30], [-0.56, 0.08, -0.77], [0.22, 1.19, 0.16], [-0.01, 0.12, -0.06], [-0.11, -0.47, 0.08], [0.50, -0.67, -0.21], [-1.11, 0.16, -1.15]],
  "lowdin_charge": [1.445, -0.092, -0.208, -0.158, -0.108, -0.202, -0.125, -0.217, -0.017, -0.262, 0.042, -0.254, -0.150, -0.186, -0.062, -0.137, -0.215, 0.045, -0.263, -0.023, -0.264, 0.041, -0.238, -0.038, -0.266, 0.029, -0.108, -0.092, -0.194, -0.080, -0.167, -0.094, -0.148, -0.105, -0.169, -0.085, -0.219, -0.100, -0.040, -0.191, -0.089, 0.083, 0.066, 0.058, 0.102, 0.133, 0.123, 0.109, 0.071, 0.085, 0.066, 0.105, 0.104, 0.110, 0.056, 0.043, 0.065, 0.103, 0.096, 0.101, 0.095, 0.095, 0.067, 0.063, 0.062, 0.077, 0.101, 0.067, 0.080, 0.055, 0.086, 0.101, 0.052, 0.054, 0.074, 0.124, 0.105, 0.080, 0.063, 0.065, 0.082, 0.129, 0.075, 0.055, 0.061, -0.233, -0.047, -0.223, -0.247, 0.162, 0.042, 0.002, 0.003, 0.022, 0.022, 0.011, 0.032, 0.013, 0.024, -0.301, 0.400, -0.291, -0.272, -0.013, -0.025, 0.016, 0.026, -0.024, 0.005, -0.008, -0.015, 0.040],
  "spin_multiplicity": 4,
  "lumo_energy_ev": [1.33, 1.33],
  "total_charge": -1,
  "largest_force_ev_per_a": 3.0,
  "e_homo_ev": [-2.97, -2.95],
  "total_energy_ev": -146904.213
}

=====

> Which formula does entry 1 have?

C42H62CaN2O6P2SbSi

=====

> Number 1 is which compound?

C42H62CaN2O6P2SbSi